(1)
Here is C31H44N8O3PTc as an isolated structure at a distorted geometry from the Open Molecules 2025 dataset. Energies are from ωB97M-V/def2-TZVPD.

Values from the calculation:
Kohn-Sham gap (alpha / beta), eV: 7.2 / 7.0
Net charge: +1
⟨S²⟩: 0.76
Multiplicity: 2
LUMO level (alpha / beta), eV: -2.762 / -2.709

Structure (XYZ):
```
88
Properties=species:S:1:pos:R:3:forces:R:3
Tc 0.372949 -0.031087 0.120757 1.65 1.12 1.30
C 0.674163 2.394326 2.016587 0.08 0.12 -0.29
C 0.151834 1.209227 2.793020 0.10 -0.17 -0.14
N 0.754731 -0.035093 2.264478 -0.30 0.02 0.38
C 2.196946 -0.232227 2.564605 -0.15 0.19 -0.15
C 2.954830 -0.647496 1.313439 0.08 0.05 -0.18
N 2.579259 0.200579 0.146938 -0.53 -0.42 0.16
C 3.045358 1.602795 0.243488 0.16 -0.08 0.03
C 1.919772 2.524203 -0.134105 -0.22 0.20 -0.10
N 0.689856 2.098028 0.550410 -0.14 -0.69 0.28
H 0.044777 3.256224 2.228869 0.00 0.16 -0.07
H 1.682834 2.654204 2.336121 0.05 0.02 -0.03
H 0.321549 1.337360 3.865860 0.07 0.01 0.02
H -0.921847 1.129015 2.625322 -0.04 -0.10 0.06
H 0.248319 -0.822968 2.655996 0.01 0.02 -0.12
H 2.602501 0.687672 2.984869 0.03 0.04 -0.01
H 2.335171 -1.010167 3.311612 -0.06 -0.02 0.11
H 4.029313 -0.618368 1.514744 0.06 0.06 -0.09
H 2.688736 -1.673501 1.056465 0.04 0.01 -0.02
H 2.942409 -0.224355 -0.697270 0.07 -0.03 -0.05
H 3.384505 1.797149 1.260232 0.01 -0.04 0.03
H 3.895546 1.779643 -0.411862 0.12 -0.07 -0.01
H 2.185491 3.557636 0.100311 -0.04 0.09 0.01
H 1.732946 2.450881 -1.205106 -0.06 0.02 -0.04
H -0.121965 2.518940 0.101971 -0.20 0.04 -0.05
O 0.445341 -2.648280 2.035665 -0.13 -0.55 0.14
C 0.383788 -3.292814 1.020367 0.02 -0.18 -0.70
N 1.149708 -4.340842 0.646487 -0.11 0.05 -0.09
C 0.830666 -4.955513 -0.643378 -0.29 -0.04 0.11
C -0.263622 -3.991271 -1.145044 0.24 0.00 0.65
O -0.795792 -3.974373 -2.202384 -0.25 0.03 -0.28
N -0.531264 -3.070477 -0.078246 0.59 -0.53 -0.28
C 0.150617 -6.329924 -0.440587 0.01 0.12 -0.04
C 0.481858 -7.437698 -1.208265 0.06 -0.03 0.02
C -0.213694 -8.631813 -1.050979 0.02 0.00 -0.01
C -1.244952 -8.729178 -0.131250 0.00 0.01 0.05
C -1.568799 -7.631050 0.657102 0.04 0.06 -0.03
C -0.876729 -6.439223 0.501134 0.04 -0.01 -0.03
C 2.011891 -4.945504 -1.609942 0.05 0.15 0.05
C 1.813692 -5.203455 -2.967245 -0.05 0.04 0.00
C 2.887573 -5.193252 -3.844139 0.02 -0.01 0.00
C 4.171414 -4.928707 -3.381962 0.00 0.00 0.00
C 4.371036 -4.649697 -2.039107 -0.07 -0.01 0.04
C 3.294526 -4.651424 -1.157506 0.02 -0.05 -0.02
H 1.706246 -4.816018 1.337609 0.02 0.00 0.06
H 1.288832 -7.382834 -1.926937 -0.06 -0.02 0.03
H 0.056277 -9.489054 -1.656103 -0.01 0.06 0.03
H -1.792020 -9.657937 -0.020604 0.05 0.06 0.00
H -2.361327 -7.700333 1.392913 0.04 0.00 -0.05
H -1.142618 -5.595799 1.131694 0.01 -0.02 -0.04
H 0.816946 -5.399953 -3.344084 0.09 0.00 0.03
H 2.718041 -5.391576 -4.895747 0.01 0.00 0.07
H 5.012026 -4.942433 -4.066542 -0.08 0.04 0.04
H 5.364657 -4.429778 -1.668529 -0.03 -0.03 -0.01
H 3.472911 -4.423632 -0.113090 0.00 -0.03 -0.06
C -4.096279 2.437689 1.259669 0.04 0.06 -0.04
C -3.497901 3.301671 0.142314 -0.10 -0.20 0.20
P -2.305692 2.361675 -0.895007 -0.10 0.21 -0.02
C -2.065303 3.556416 -2.270687 0.19 0.08 0.00
C -1.062887 4.655060 -1.907531 0.01 0.01 -0.05
C -3.392882 1.112821 -1.683532 -0.07 -0.12 -0.02
C -4.659906 1.620951 -2.371246 0.00 -0.03 -0.02
H -4.692262 3.040082 1.947372 0.02 -0.03 -0.04
H -3.311786 1.942457 1.844058 -0.07 0.04 -0.07
H -4.748293 1.658802 0.854940 0.06 0.06 0.03
H -2.943894 4.136405 0.575334 -0.03 0.08 0.01
H -4.285777 3.722229 -0.486098 -0.01 0.05 0.05
H -3.026084 3.997178 -2.541172 0.01 0.01 -0.06
H -1.704482 2.991792 -3.134944 -0.02 0.02 -0.02
H -1.376795 5.212028 -1.019507 0.03 -0.05 -0.05
H -0.961276 5.375335 -2.721823 0.00 -0.04 0.05
H -0.067047 4.238189 -1.716910 -0.11 0.04 0.00
H -3.647693 0.401910 -0.891972 0.00 -0.03 -0.06
H -2.759120 0.572582 -2.394397 -0.03 -0.01 0.02
H -5.339509 2.103738 -1.664169 0.06 -0.04 -0.06
H -5.198685 0.788650 -2.829674 0.01 0.06 0.03
H -4.431609 2.334635 -3.165672 -0.02 -0.07 0.07
N 0.127234 -0.057129 -1.867412 -0.08 -0.08 -0.52
C -0.048656 -0.125449 -3.029758 -0.39 -0.56 -0.26
N -0.170707 -0.119113 -4.269836 0.13 0.41 -0.79
C -0.835869 -0.777905 -5.203701 -0.05 -0.17 0.54
N -1.395420 -1.312446 -6.067660 0.24 0.23 0.35
C -2.790449 -2.463893 -0.874980 -0.05 -0.09 -0.08
C -1.577760 -2.159449 -0.072415 -0.34 -0.63 -0.14
O -1.481227 -1.178078 0.634095 -0.37 1.10 0.24
H -3.625166 -1.921710 -0.440488 0.00 0.03 0.01
H -2.990945 -3.532377 -0.914217 -0.01 0.01 -0.03
H -2.634578 -2.121776 -1.901215 0.03 -0.01 0.02
```
Forces are in eV/Å.



(2)
Here is C5H6O2 as an isolated structure at a distorted geometry from the Open Molecules 2025 dataset. Energies are from ωB97M-V/def2-TZVPD.

Values from the calculation:
Kohn-Sham gap, eV: 10.2
LUMO level, eV: 0.948

Structure (XYZ):
```
13
Properties=species:S:1:pos:R:3:forces:R:3
C 1.695843 -0.153733 -0.356971 -0.14 0.00 0.01
C 0.233993 0.110086 -0.089280 0.20 -0.33 0.17
O -0.316982 1.433578 -0.364190 -0.11 0.12 0.49
C -1.498304 0.751076 -0.647464 -0.27 0.03 -0.99
C -1.000468 -0.487499 -0.738977 -0.29 0.34 -0.74
O -0.671893 -1.276333 1.639317 0.67 0.41 0.78
C -0.330448 -0.167958 1.306646 0.41 -0.83 0.61
H 2.326091 0.610374 0.113984 -0.21 -0.09 -0.04
H 1.929510 -0.184110 -1.425044 -0.16 0.05 0.15
H 1.954555 -1.122665 0.085235 -0.04 0.13 -0.11
H -2.459518 1.242012 -0.566188 0.12 0.05 -0.44
H -1.343788 -1.506457 -0.845859 -0.13 0.32 0.13
H -0.525325 0.749420 1.904636 -0.03 -0.20 -0.03
```
Forces are in eV/Å.



(3)
Here is one molecule with the formula C4H7NO from the Open Molecules 2025 dataset. Energies are from ωB97M-V/def2-TZVPD.

Values from the calculation:
Kohn-Sham gap, eV: 10.8
LUMO level, eV: 0.945
Structure (SMILES): [H]/N=C1/CCCO1

Structure (XYZ):
```
13
Properties=species:S:1:pos:R:3:forces:R:3
H 2.824942 0.960257 0.261178 0.03 -0.10 0.03
N 2.361010 0.119009 0.607411 -0.30 0.08 -0.19
C 1.157527 0.115605 0.228792 0.23 -0.12 0.19
C 0.117056 -0.927557 0.580259 0.01 -0.03 0.02
C -1.082712 -0.545846 -0.291533 -0.06 -0.01 -0.05
C -0.824068 0.938930 -0.555432 -0.26 0.01 -0.02
O 0.598047 1.080591 -0.557433 0.11 0.02 0.05
H 0.504945 -1.930855 0.390863 -0.04 0.17 0.04
H -0.108147 -0.858965 1.649985 0.04 0.03 -0.15
H -2.048028 -0.716415 0.192582 0.16 0.02 -0.08
H -1.069060 -1.103315 -1.233470 0.01 0.09 0.12
H -1.232422 1.571347 0.243173 0.00 -0.09 -0.10
H -1.199095 1.297216 -1.516379 0.06 -0.07 0.13
```
Forces are in eV/Å.



The following energy values (in eV) correspond, in order, to the records above: -62407.031, -9374.028, -7798.905.